No. 1
Here is 12 unconnected molecules or ions with the total composition C12H44N22O14 in a non-equilibrium geometry from the OMol25 dataset. Energies are from wB97M-V/def2-TZVPD.

Geometry (Å):
C  0.07600  0.03828  -0.19394
O  0.38738  1.30218  -0.21013
O  -0.82440  -0.41120  0.59823
O  0.80050  -0.76413  -0.91857
C  2.27080  1.15083  -3.75039
O  2.33328  1.53625  -4.92145
N  2.60426  -0.12584  -3.39632
N  1.69803  1.85975  -2.74540
H  2.72662  -0.40568  -2.43520
H  3.11643  -0.62906  -4.09836
H  1.18562  1.39773  -1.99523
H  1.41772  2.81289  -2.88834
C  -0.10421  -3.38164  -3.43083
O  -0.34732  -4.30008  -4.21146
N  0.58063  -2.25740  -3.80461
N  -0.49022  -3.33484  -2.12877
H  0.75837  -1.58142  -3.07968
H  0.97547  -2.05782  -4.70028
H  -0.25151  -2.59715  -1.47885
H  -1.11547  -4.03024  -1.75876
C  -2.04111  1.53581  -3.42820
O  -2.47588  2.01261  -4.46915
N  -1.14959  0.51002  -3.37408
N  -2.43793  1.98125  -2.19023
H  -0.71505  0.17508  -2.52995
H  -0.73857  0.12524  -4.20673
H  -2.29971  1.46708  -1.33806
H  -3.29524  2.50497  -2.28179
C  -3.21938  -1.31366  4.25948
O  -3.25313  -1.50323  5.47749
N  -4.36464  -1.20022  3.51620
N  -2.06209  -1.14282  3.56157
H  -5.19125  -1.39892  4.05030
H  -4.29904  -1.41794  2.53321
H  -2.07786  -0.71944  2.64925
H  -1.25407  -1.17089  4.15754
C  -0.79332  4.73901  0.12691
O  -0.90338  5.95817  0.27099
N  0.03735  4.15098  -0.77344
N  -1.45334  3.86446  0.95632
H  0.54036  4.79399  -1.35457
H  0.29465  3.18169  -0.61822
H  -1.58064  2.91399  0.63977
H  -2.11624  4.31397  1.55956
C  4.34504  -1.59093  -0.52956
O  4.10557  -2.07977  -1.62606
N  5.56790  -1.80383  0.09165
N  3.43324  -0.91483  0.21785
H  6.13594  -2.46254  -0.40584
H  5.77379  -1.40409  0.98307
H  3.78890  -0.35169  0.96720
H  2.54586  -0.73601  -0.26744
C  4.67439  2.89038  -0.08335
O  5.63250  3.20299  0.61510
N  4.75503  2.63002  -1.41933
N  3.43836  2.59011  0.42251
H  3.96835  2.18854  -1.85996
H  5.56696  2.89329  -1.94213
H  2.61301  2.61985  -0.15119
H  3.35602  2.36907  1.39755
C  1.36361  1.29394  3.51808
O  1.83756  1.77625  4.54860
N  1.58177  0.01190  3.14055
N  0.54801  1.94972  2.63804
H  2.18857  -0.55724  3.69939
H  1.25522  -0.26057  2.23018
H  0.05625  2.76600  2.94490
H  0.61382  1.74756  1.63569
C  -3.59527  -3.13898  -0.13302
O  -4.73904  -3.38175  -0.50931
N  -2.65657  -4.14792  0.04187
N  -3.14445  -1.88815  0.13398
H  -1.95882  -3.98461  0.75500
H  -3.11143  -5.04312  0.14913
H  -3.80228  -1.18126  -0.17864
H  -2.14960  -1.66922  0.15514
C  -4.29605  1.36833  1.09617
O  -4.58587  0.80213  0.04468
N  -3.09249  1.13516  1.71381
N  -5.13932  2.22495  1.72868
H  -2.38765  0.52154  1.32562
H  -2.88046  1.72968  2.49473
H  -5.92491  2.42042  1.13086
H  -4.85217  2.69131  2.56381
C  1.14430  -3.73396  1.64719
O  1.53261  -4.77010  2.18465
N  1.19678  -3.49153  0.30550
N  0.61999  -2.63469  2.27049
H  1.14372  -2.52617  0.00286
H  1.56861  -4.21380  -0.28708
H  0.84500  -2.51545  3.23989
H  0.17083  -1.92351  1.71262

Values from the calculation:
Energy above the lowest of the compared OMol25 structures with the same formula, charge and spin, kcal per mole: 0.0
Charge: -2
HOMO, eV: -4.739
Orbital gap, Ha: 0.3157
Maximum force, eV/Å: 2.0

No. 2
Here is 2 unconnected molecules or ions with the total composition HN2O4S in a non-equilibrium geometry from the OMol25 dataset. Energies are from wB97M-V/def2-TZVPD.

Geometry (Å):
N  0.90668  0.31556  0.38964
N  -0.58332  -1.92146  -1.11033
O  -0.40888  -2.60456  -0.12771
O  1.56412  2.67627  1.02013
O  -1.09005  -2.27252  -2.14694
O  -0.87516  2.12845  0.87982
S  0.49426  1.81605  0.48161
H  -0.00764  -0.13780  0.61377

Values from the calculation:
Energy above the lowest of the compared OMol25 structures with the same formula, charge and spin, kcal per mole: 80.0
Charge: -1
HOMO (alpha / beta), eV: -5.249 / -2.703
Orbital gap (alpha / beta), Ha: 0.2968 / 0.1379
Maximum force, eV/Å: 1.4

No. 3
Here is 2 unconnected molecules or ions with the total composition C8H8Br2OSi in a non-equilibrium geometry from the OMol25 dataset. Energies are from wB97M-V/def2-TZVPD.

Geometry (Å):
C  -2.67997  -2.29848  0.84462
C  -2.55636  -1.37725  -0.29132
C  -1.86539  -2.02012  1.96514
C  -1.73153  -0.32704  -0.33124
C  -1.01304  -0.94316  1.94826
C  -1.02095  -0.00043  0.89528
C  2.44091  2.92331  -2.24029
C  2.93387  2.28962  -1.11869
O  -0.32883  1.07197  0.98274
Si  2.35382  0.66429  -0.37309
Br  3.65330  -0.26117  1.22522
Br  1.71951  -0.98029  -1.70469
H  -3.27508  -3.14497  1.09378
H  -2.93078  -1.67012  -1.25846
H  -1.84817  -2.70235  2.79808
H  -1.73072  0.21325  -1.30156
H  -0.40785  -0.62782  2.80390
H  2.99891  3.75875  -2.52671
H  1.47541  2.69569  -2.73204
H  3.81293  2.73634  -0.67891

Values from the calculation:
Energy above the lowest of the compared OMol25 structures with the same formula, charge and spin, kcal per mole: 27.3
Charge: 0
HOMO (alpha / beta), eV: -8.529 / -6.978
Orbital gap (alpha / beta), Ha: 0.2857 / 0.1877
Maximum force, eV/Å: 3.6

No. 4
Here is a molecular structure, C26H46Br14F9FeO6 in a non-equilibrium geometry from the OMol25 dataset. Energies are from wB97M-V/def2-TZVPD.

Geometry (Å):
Fe  -1.84617  1.85329  -1.32996
C  -0.83166  0.53684  0.98326
O  -0.14322  0.61902  -0.30961
O  -1.90708  1.36879  0.72879
C  -1.08597  -0.91693  1.51961
F  -0.02527  -1.75873  1.36552
F  -1.21896  -0.98603  2.85271
F  -2.11748  -1.50240  0.95820
C  1.31917  0.46681  -0.26106
C  1.68561  -0.14637  -1.60816
H  1.09065  -1.04475  -1.77267
H  1.41582  0.55307  -2.39943
H  2.75225  -0.30911  -1.76267
H  1.59862  -0.30878  0.45199
H  1.85083  1.41616  -0.19647
H  -0.21089  1.01223  1.74272
C  0.94819  3.93359  -2.11738
O  0.60419  5.32207  -1.74970
O  -0.32504  3.33150  -1.92209
C  1.68512  3.79850  -3.54954
F  3.01611  3.91586  -3.38783
F  1.47300  2.59336  -4.13688
F  1.29549  4.67910  -4.44654
C  1.67876  6.32315  -1.70338
C  1.04945  7.59970  -1.16907
H  0.54759  7.42645  -0.21712
H  1.80864  8.34671  -0.93730
H  0.27511  8.05411  -1.78715
H  2.13006  6.58940  -2.65918
H  2.52929  6.03730  -1.08453
H  1.72780  3.61169  -1.42696
C  -4.53600  3.03987  -1.74478
O  -4.02919  1.75498  -1.97797
O  -3.23342  3.65693  -1.57562
C  -5.57037  3.46115  -2.85719
F  -6.78165  3.08060  -2.56894
F  -5.58060  4.80812  -2.79310
F  -5.17137  2.99560  -4.05903
C  -4.92886  0.60204  -1.85476
C  -4.17715  -0.71033  -1.97752
H  -4.00108  -1.10391  -2.97862
H  -3.16833  -0.66598  -1.56716
H  -4.70286  -1.54949  -1.52192
H  -5.78751  0.49554  -2.51769
H  -5.28397  0.53980  -0.82611
H  -5.13357  3.16952  -0.84244
Br  8.03149  1.03871  -0.37780
C  7.47406  1.41927  -2.29477
C  6.34884  2.45106  -2.32008
Br  4.57602  1.62235  -2.19220
H  7.12859  0.47325  -2.71165
H  8.29979  1.79954  -2.89615
H  6.29351  2.94600  -3.28966
H  6.38975  3.16736  -1.49950
Br  1.73319  -6.28710  -3.09216
C  0.74925  -4.70004  -3.60466
C  0.32564  -4.01999  -2.30903
Br  -0.96037  -2.59046  -2.65690
H  -0.12833  -4.97831  -4.18821
H  1.43025  -4.02107  -4.11782
H  1.16749  -3.49622  -1.85620
H  -0.13635  -4.61576  -1.52180
Br  2.68805  -1.18156  4.60272
C  2.56640  -3.20071  4.85755
C  1.12497  -3.70880  4.70446
Br  1.01555  -5.72053  4.53656
H  2.92440  -3.31541  5.88066
H  3.13890  -3.73371  4.09842
H  0.78911  -3.29021  3.75575
H  0.38563  -3.42934  5.45505
Br  5.07587  -0.92159  0.58810
C  5.58501  -2.77676  -0.06438
C  5.74635  -2.76780  -1.61151
Br  5.57314  -4.66370  -2.12463
H  4.73459  -3.41758  0.16853
H  6.37185  -3.21988  0.54605
H  6.73923  -2.44131  -1.92086
H  4.95965  -2.27116  -2.17945
Br  1.26534  1.95710  6.17956
C  -0.71139  2.06023  6.31130
C  -1.31476  1.66910  4.94146
Br  -3.26516  2.06214  4.79872
H  -0.93597  3.02746  6.76087
H  -0.82064  1.27554  7.05992
H  -1.32263  0.60591  4.70129
H  -0.81503  2.29230  4.19985
Br  -6.41477  0.72866  1.76928
C  -5.25188  -0.43509  2.78592
C  -5.17119  -1.83181  2.18064
Br  -6.94504  -2.70547  2.57385
H  -5.54845  -0.40469  3.83436
H  -4.22785  -0.06386  2.74523
H  -4.36960  -2.41733  2.63089
H  -4.91133  -1.69375  1.13111
Br  -2.23919  -4.38756  3.26901
C  -2.18175  -5.61091  1.65805
C  -2.40032  -4.90508  0.34745
Br  -2.26202  -6.29102  -1.14989
H  -2.72987  -6.54100  1.80838
H  -1.13652  -5.91863  1.68766
H  -1.70343  -4.07636  0.22226
H  -3.41214  -4.53451  0.18309

Values from the calculation:
Energy above the lowest of the compared OMol25 structures with the same formula, charge and spin, kcal per mole: 0.0
Charge: -1
⟨S²⟩: 6.01
Spin multiplicity: 5
HOMO (alpha / beta), eV: -5.326 / -5.203
Orbital gap (alpha / beta), Ha: 0.2494 / 0.2448
Maximum force, eV/Å: 4.4